Entry 1:
{
  "formula": "C3H14N2O2",
  "method": "ωB97M-V/def2-TZVPD",
  "homo_lumo_gap_ev": 9.638,
  "de_lowest_kj_mol": 98.0,
  "smiles": "C[C@@H](N)CN.O.O",
  "species": ["N", "C", "C", "C", "N", "H", "H", "H", "H", "H", "H", "H", "H", "H", "H", "H", "H", "O", "H", "H", "O"],
  "positions_angstrom": [[1.41, 0.08, 1.25], [0.36, 0.49, 0.33], [0.17, 2.00, 0.24], [-0.95, -0.12, 0.87], [-0.94, -1.60, 0.59], [1.27, -0.89, 1.51], [2.37, 0.14, 0.91], [0.62, 0.17, -0.68], [-0.64, 2.18, -0.48], [1.00, 2.54, -0.23], [-0.12, 2.47, 1.17], [-0.71, -0.02, 1.93], [-1.87, 0.28, 0.48], [-1.90, -1.92, 0.74], [-0.94, -1.66, -0.43], [2.84, -3.01, -1.44], [4.20, -3.07, -0.86], [3.66, -2.54, -1.45], [-2.85, 1.88, -0.93], [-3.95, 1.35, -1.88], [-3.03, 1.25, -1.66]]
}


Entry 2:
{
  "formula": "C5H10O",
  "method": "ωB97M-V/def2-TZVPD",
  "homo_lumo_gap_ev": 10.028,
  "de_lowest_kj_mol": 189.5,
  "smiles": "C=CC.C=CO",
  "species": ["C", "C", "C", "H", "H", "H", "H", "H", "H", "C", "C", "O", "H", "H", "H", "H"],
  "positions_angstrom": [[0.99, -2.15, 0.30], [-0.31, -2.84, 0.46], [-0.48, -3.99, 1.11], [1.08, -1.36, 1.05], [1.87, -2.77, 0.42], [1.07, -1.65, -0.67], [-1.23, -2.36, 0.12], [-1.44, -4.47, 1.24], [0.39, -4.57, 1.40], [0.87, 3.55, -0.17], [-0.11, 3.19, -0.98], [-1.04, 2.26, -0.58], [1.50, 4.38, -0.45], [1.00, 3.11, 0.80], [-0.39, 3.74, -1.87], [-1.44, 1.85, -1.36]]
}


Entry 3:
{
  "formula": "C5H12NO",
  "method": "ωB97M-V/def2-TZVPD",
  "homo_lumo_gap_ev": 11.768,
  "de_lowest_kj_mol": 257.5,
  "charge": 1,
  "species": ["C", "C", "C", "C", "C", "N", "O", "H", "H", "H", "H", "H", "H", "H", "H", "H", "H", "H", "H"],
  "positions_angstrom": [[0.46, -0.90, 0.77], [1.05, -1.74, -0.93], [0.43, 0.50, -1.26], [0.11, 1.51, 1.01], [-1.63, 0.18, 0.12], [-0.12, 0.33, 0.14], [0.55, -0.80, -1.80], [-0.33, -1.54, 1.21], [1.33, -0.85, 1.37], [2.10, -1.84, -0.78], [0.55, -2.70, -1.01], [-0.25, 1.10, -1.86], [1.41, 1.02, -1.16], [-0.68, 2.20, 0.86], [-0.09, 1.07, 2.05], [1.08, 1.84, 1.07], [-1.97, 1.23, -0.30], [-1.95, -0.60, -0.62], [-2.04, 0.00, 1.11]]
}


Entry 4:
{
  "formula": "C2H2NdO2",
  "method": "ωB97M-V/def2-TZVPD",
  "homo_lumo_gap_ev": [5.376, 7.946],
  "de_lowest_kj_mol": 158.8,
  "charge": 2,
  "multiplicity": 5,
  "species": ["H", "O", "C", "C", "O", "H", "Nd"],
  "positions_angstrom": [[1.28, 1.06, -0.42], [-1.14, 0.15, 0.72], [0.12, 0.45, 0.68], [0.89, -0.12, -0.40], [0.28, -0.72, -1.33], [0.67, 0.65, 1.62], [-2.11, -1.47, -0.87]]
}


Entry 5:
{
  "formula": "C26H33N3O4S",
  "method": "ωB97M-V/def2-TZVPD",
  "homo_lumo_gap_ev": 8.603,
  "de_lowest_kj_mol": 342.3,
  "smiles": "COc1ccc(-c2cc(C)no2)cc1S(=O)(=O)NCC1CCN(Cc2cc(C)ccc2C)CC1",
  "species": ["C", "H", "H", "H", "O", "C", "C", "C", "C", "C", "C", "S", "O", "O", "N", "H", "C", "C", "C", "C", "N", "C", "C", "H", "H", "H", "H", "C", "C", "C", "C", "C", "C", "C", "C", "H", "H", "H", "H", "H", "C", "H", "H", "H", "H", "H", "H", "H", "H", "H", "H", "H", "H", "H", "H", "C", "C", "C", "N", "O", "C", "H", "H", "H", "H", "H", "H"],
  "positions_angstrom": [[6.70, 1.17, 2.36], [7.34, 0.64, 3.06], [6.81, 2.25, 2.51], [6.98, 0.90, 1.34], [5.38, 0.75, 2.66], [4.36, 1.24, 1.95], [4.45, 2.17, 0.91], [3.31, 2.61, 0.26], [2.05, 2.15, 0.64], [1.96, 1.23, 1.69], [3.09, 0.78, 2.31], [3.04, -0.43, 3.64], [3.77, -1.59, 3.24], [3.37, 0.23, 4.87], [1.41, -0.80, 3.71], [1.02, -0.53, 4.60], [0.94, -2.05, 3.15], [0.05, -1.83, 1.92], [-0.37, -3.15, 1.30], [-1.26, -2.90, 0.08], [-2.43, -2.14, 0.47], [-2.07, -0.85, 1.01], [-1.22, -1.04, 2.26], [-0.97, -0.07, 2.68], [-1.80, -1.60, 3.00], [-2.98, -0.32, 1.27], [-1.51, -0.24, 0.28], [-3.46, -2.08, -0.57], [-3.05, -1.37, -1.84], [-2.38, -2.12, -2.81], [-1.89, -1.57, -3.98], [-2.10, -0.21, -4.20], [-2.79, 0.54, -3.27], [-3.28, -0.01, -2.09], [-4.02, 0.90, -1.16], [-4.62, 1.60, -1.74], [-3.31, 1.48, -0.57], [-4.68, 0.36, -0.49], [-2.96, 1.59, -3.46], [-1.73, 0.25, -5.11], [-1.18, -2.41, -5.00], [-1.04, -3.42, -4.64], [-1.75, -2.44, -5.93], [-0.20, -1.98, -5.23], [-2.24, -3.18, -2.63], [-4.33, -1.60, -0.12], [-3.73, -3.11, -0.81], [-1.58, -3.85, -0.34], [-0.66, -2.37, -0.69], [0.50, -3.73, 1.00], [-0.94, -3.73, 2.03], [0.63, -1.26, 1.18], [1.82, -2.63, 2.87], [0.38, -2.62, 3.91], [1.00, 0.87, 2.02], [0.84, 2.61, -0.02], [0.62, 3.44, -1.09], [-0.79, 3.45, -1.23], [-1.34, 2.69, -0.31], [-0.34, 2.16, 0.44], [-1.60, 4.19, -2.23], [-2.65, 4.01, -2.05], [-1.40, 5.26, -2.15], [-1.33, 3.87, -3.23], [1.33, 3.96, -1.69], [3.40, 3.32, -0.54], [5.41, 2.55, 0.59]]
}


Entry 6:
{
  "formula": "C3H6O3",
  "method": "ωB97M-V/def2-TZVPD",
  "homo_lumo_gap_ev": 9.880,
  "de_lowest_kj_mol": 194.0,
  "smiles": "C=CO.O=CO",
  "species": ["C", "C", "O", "H", "H", "H", "H", "O", "C", "O", "H", "H"],
  "positions_angstrom": [[1.76, 0.62, -0.46], [1.52, 0.35, 0.83], [0.45, 0.82, 1.52], [2.19, -0.15, -1.09], [1.24, 1.47, -0.89], [2.26, -0.23, 1.38], [-0.33, 0.30, 1.28], [-1.96, -0.44, 0.78], [-1.88, -0.97, -0.30], [-1.72, -0.32, -1.44], [-1.89, -2.06, -0.37], [-1.64, 0.62, -1.24]]
}


Entry 7:
{
  "formula": "H15O7",
  "method": "ωB97M-V/def2-TZVPD",
  "homo_lumo_gap_ev": 11.000,
  "de_lowest_kj_mol": 185.1,
  "charge": 1,
  "species": ["O", "H", "H", "H", "O", "H", "H", "O", "H", "H", "O", "H", "H", "O", "H", "H", "O", "H", "H", "O", "H", "H"],
  "positions_angstrom": [[-0.19, -0.42, 1.03], [-0.68, -1.14, 0.55], [-0.76, 0.45, 0.97], [0.78, -0.21, 0.69], [0.66, 2.56, 0.95], [0.52, 2.12, 0.12], [-0.12, 3.07, 1.13], [0.88, -3.10, -0.15], [1.38, -3.70, 0.39], [1.43, -2.58, -0.74], [-2.14, 1.43, 0.64], [-2.29, 1.79, -0.23], [-2.92, 1.67, 1.14], [0.09, 0.96, -1.19], [-0.66, 1.22, -1.74], [0.83, 0.78, -1.77], [2.67, -0.15, 0.60], [3.39, -0.78, 0.38], [3.12, 0.66, 0.58], [-1.89, -1.69, -0.70], [-1.40, -1.64, -1.59], [-2.69, -1.29, -1.05]]
}


Entry 8:
{
  "formula": "C6H9B",
  "method": "ωB97M-V/def2-TZVPD",
  "homo_lumo_gap_ev": 9.522,
  "de_lowest_kj_mol": 10.9,
  "smiles": "CBC1C=CC=C1",
  "species": ["B", "C", "C", "C", "C", "C", "C", "H", "H", "H", "H", "H", "H", "H", "H", "H"],
  "positions_angstrom": [[0.06, -1.14, 0.00], [-1.04, 1.82, 0.89], [0.00, 1.03, 1.22], [-1.20, 1.79, -0.54], [0.54, 0.37, 0.01], [-0.27, 0.98, -1.08], [1.03, -2.33, -0.28], [-1.29, -1.43, 0.27], [-1.65, 2.39, 1.56], [0.39, 0.84, 2.21], [-1.95, 2.36, -1.06], [1.62, 0.47, -0.12], [-0.13, 0.76, -2.12], [0.52, -3.25, -0.57], [1.57, -2.56, 0.64], [1.78, -2.11, -1.03]]
}


Entry 9:
{
  "formula": "C6H14N6",
  "method": "ωB97M-V/def2-TZVPD",
  "homo_lumo_gap_ev": 9.152,
  "de_lowest_kj_mol": 200.9,
  "smiles": "[H]/N=C(/N)NN=C.[H]/N=C/N/C=C\\C",
  "species": ["C", "C", "C", "C", "C", "C", "H", "H", "H", "H", "H", "H", "H", "H", "H", "H", "H", "H", "H", "H", "N", "N", "N", "N", "N", "N"],
  "positions_angstrom": [[3.51, -1.35, -0.05], [3.23, -0.15, -0.91], [2.24, 0.66, -0.60], [0.33, 1.53, 0.52], [-2.14, -1.20, 0.31], [-2.89, 1.06, -1.44], [4.51, -1.80, -0.17], [3.41, -1.12, 1.04], [2.78, -2.17, -0.18], [3.76, -0.03, -1.85], [2.04, 1.48, -1.27], [1.60, 0.18, 1.35], [0.04, 1.90, -0.49], [-0.45, 2.94, 1.44], [-0.76, -1.70, 1.46], [-1.98, -0.79, 2.21], [-1.65, -1.46, -1.54], [-3.54, 0.01, 1.11], [-1.90, 1.19, -1.02], [-3.07, 1.55, -2.39], [1.32, 0.65, 0.49], [-0.14, 1.99, 1.65], [-1.77, -1.54, 1.55], [-1.45, -1.74, -0.61], [-3.28, -0.40, 0.23], [-3.76, 0.34, -0.84]]
}


Entry 10:
{
  "formula": "C54H132F4N14O15S4V",
  "method": "ωB97M-V/def2-TZVPD",
  "homo_lumo_gap_ev": [5.142, 4.999],
  "multiplicity": 2,
  "species": ["O", "V", "N", "S", "O", "O", "F", "S", "O", "O", "F", "N", "S", "O", "O", "F", "S", "O", "O", "F", "C", "C", "N", "C", "C", "C", "C", "H", "H", "H", "H", "H", "H", "H", "H", "H", "H", "H", "H", "H", "H", "H", "C", "C", "N", "C", "C", "C", "C", "H", "H", "H", "H", "H", "H", "H", "H", "H", "H", "H", "H", "H", "H", "H", "C", "C", "N", "C", "C", "C", "C", "H", "H", "H", "H", "H", "H", "H", "H", "H", "H", "H", "H", "H", "H", "H", "C", "C", "N", "C", "C", "C", "C", "H", "H", "H", "H", "H", "H", "H", "H", "H", "H", "H", "H", "H", "H", "H", "C", "C", "N", "C", "C", "C", "C", "H", "H", "H", "H", "H", "H", "H", "H", "H", "H", "H", "H", "H", "H", "H", "C", "C", "N", "C", "C", "C", "C", "H", "H", "H", "H", "H", "H", "H", "H", "H", "H", "H", "H", "H", "H", "H", "C", "O", "N", "C", "C", "H", "H", "H", "H", "H", "H", "H", "C", "O", "N", "C", "C", "H", "H", "H", "H", "H", "H", "H", "C", "O", "N", "C", "C", "H", "H", "H", "H", "H", "H", "H", "C", "O", "N", "C", "C", "H", "H", "H", "H", "H", "H", "H", "C", "O", "N", "C", "C", "H", "H", "H", "H", "H", "H", "H", "C", "O", "N", "C", "C", "H", "H", "H", "H", "H", "H", "H"],
  "positions_angstrom": [[0.80, 3.97, 2.17], [-0.67, 3.41, 2.04], [4.73, 5.14, -4.42], [4.73, 4.90, -5.95], [4.59, 6.02, -6.86], [4.21, 3.59, -6.39], [6.28, 4.59, -6.11], [3.01, 4.88, -4.33], [2.57, 3.52, -4.08], [2.08, 5.65, -5.21], [2.93, 5.69, -2.89], [-0.27, 1.83, 0.89], [-0.23, 0.29, 0.96], [1.01, -0.23, 1.53], [-1.07, -0.61, 0.14], [-1.01, 0.31, 2.31], [-0.07, 1.75, -0.90], [-1.22, 2.18, -1.74], [0.88, 0.78, -1.57], [0.89, 3.03, -0.81], [3.07, 1.27, 5.46], [2.50, 0.24, 6.39], [3.34, -0.52, 7.32], [4.31, -1.27, 6.63], [5.58, -0.49, 6.30], [2.55, -1.16, 8.44], [1.92, -0.20, 9.39], [3.21, 0.89, 4.45], [3.98, 1.79, 5.76], [2.48, 2.19, 5.43], [1.71, 0.74, 6.96], [1.93, -0.47, 5.79], [4.51, -2.07, 7.35], [3.93, -1.89, 5.83], [6.43, -1.17, 6.22], [5.37, 0.15, 5.45], [5.86, 0.19, 7.11], [3.23, -1.87, 8.91], [1.80, -1.88, 8.08], [1.09, 0.36, 8.96], [2.61, 0.51, 9.84], [1.48, -0.71, 10.25], [5.04, -2.19, 2.69], [4.40, -2.92, 1.42], [4.65, -4.38, 1.49], [4.12, -5.00, 0.34], [2.61, -5.19, 0.62], [6.05, -4.71, 1.64], [6.48, -5.00, 3.08], [6.13, -2.17, 2.69], [4.94, -2.60, 3.70], [4.60, -1.19, 2.74], [3.32, -2.78, 1.46], [4.89, -2.52, 0.53], [4.11, -4.42, -0.58], [4.52, -6.00, 0.20], [2.22, -5.83, -0.16], [2.36, -5.63, 1.59], [1.97, -4.31, 0.60], [6.67, -3.96, 1.15], [6.33, -5.60, 1.08], [5.78, -5.44, 3.80], [6.70, -4.04, 3.54], [7.45, -5.47, 3.17], [-5.59, 3.73, -7.28], [-4.09, 3.59, -7.70], [-3.31, 2.59, -6.90], [-2.79, 3.12, -5.66], [-1.66, 4.15, -5.65], [-4.02, 1.36, -6.73], [-4.66, 0.70, -8.04], [-6.19, 2.83, -7.12], [-6.20, 4.16, -8.08], [-5.78, 4.48, -6.52], [-4.07, 3.29, -8.75], [-3.52, 4.52, -7.67], [-3.56, 3.65, -5.09], [-2.35, 2.28, -5.12], [-1.98, 5.11, -6.07], [-1.25, 4.32, -4.66], [-0.72, 3.76, -6.05], [-4.68, 1.15, -5.89], [-3.17, 0.70, -6.58], [-5.23, -0.16, -7.70], [-3.89, 0.38, -8.75], [-5.27, 1.44, -8.56], [-0.83, -1.55, -3.68], [0.57, -2.03, -3.08], [1.31, -3.00, -3.78], [2.62, -3.34, -3.15], [3.60, -2.15, -2.83], [0.43, -4.16, -4.14], [0.03, -4.93, -2.87], [-0.98, -1.18, -4.69], [-1.16, -0.70, -3.08], [-1.52, -2.35, -3.41], [1.22, -1.17, -3.23], [0.64, -2.24, -2.02], [2.42, -3.95, -2.27], [3.21, -4.06, -3.71], [4.06, -1.87, -3.77], [3.04, -1.26, -2.54], [4.42, -2.36, -2.15], [0.97, -4.87, -4.77], [-0.43, -3.84, -4.73], [0.84, -5.48, -2.38], [-0.76, -5.63, -3.13], [-0.37, -4.28, -2.08], [-4.09, -2.44, -5.01], [-4.32, -2.96, -3.52], [-5.00, -4.16, -3.42], [-6.47, -4.07, -3.60], [-7.09, -5.52, -3.70], [-4.65, -4.96, -2.18], [-3.87, -6.24, -2.67], [-4.92, -2.42, -5.72], [-3.39, -3.14, -5.46], [-3.54, -1.50, -5.02], [-3.41, -3.07, -2.94], [-4.71, -2.20, -2.84], [-7.01, -3.61, -2.78], [-6.63, -3.37, -4.42], [-8.11, -5.38, -4.05], [-6.62, -6.19, -4.42], [-7.21, -5.92, -2.69], [-5.58, -5.08, -1.61], [-4.03, -4.40, -1.47], [-4.52, -7.07, -2.98], [-3.18, -6.54, -1.88], [-3.20, -6.01, -3.50], [-1.07, -4.78, 1.08], [-2.14, -4.69, 2.23], [-1.55, -4.60, 3.60], [-0.87, -5.88, 3.89], [-2.07, -6.86, 4.17], [-0.69, -3.47, 3.84], [-1.44, -2.13, 3.75], [-0.31, -4.00, 1.20], [-1.55, -4.73, 0.11], [-0.56, -5.74, 1.16], [-2.69, -3.77, 2.02], [-2.97, -5.40, 2.14], [-0.07, -6.14, 3.20], [-0.32, -5.61, 4.79], [-1.78, -7.44, 5.05], [-2.97, -6.31, 4.43], [-2.31, -7.37, 3.23], [0.22, -3.50, 3.24], [-0.27, -3.53, 4.84], [-1.72, -1.94, 2.71], [-1.10, -1.26, 4.31], [-2.38, -2.31, 4.28], [4.68, 2.83, -0.79], [4.87, 3.84, -1.44], [4.33, 2.72, 0.49], [4.08, 1.51, 1.34], [4.42, 3.98, 1.22], [4.55, 1.87, -1.33], [4.08, 0.66, 0.66], [3.09, 1.68, 1.78], [4.82, 1.38, 2.13], [5.42, 4.00, 1.66], [4.01, 4.76, 0.59], [3.70, 3.82, 2.02], [-0.34, 2.24, 5.16], [-0.32, 2.10, 3.94], [-1.39, 1.92, 5.91], [-1.27, 2.05, 7.30], [-2.69, 1.27, 5.41], [0.50, 2.60, 5.77], [-2.23, 2.33, 7.72], [-0.56, 2.82, 7.61], [-0.92, 1.11, 7.74], [-2.72, 1.26, 4.32], [-2.71, 0.29, 5.88], [-3.52, 1.88, 5.79], [-2.05, 6.08, 0.54], [-1.32, 5.12, 0.82], [-1.99, 6.81, -0.61], [-2.76, 8.01, -0.77], [-1.16, 6.40, -1.78], [-2.73, 6.54, 1.28], [-2.43, 8.69, 0.02], [-3.77, 7.65, -0.63], [-2.67, 8.49, -1.74], [-1.18, 5.31, -1.89], [-1.56, 6.68, -2.75], [-0.11, 6.68, -1.70], [-2.18, 5.43, 4.39], [-1.66, 4.58, 3.63], [-3.50, 5.33, 4.82], [-4.15, 6.55, 5.34], [-4.46, 4.41, 4.23], [-1.66, 6.29, 4.85], [-4.73, 7.10, 4.59], [-3.38, 7.23, 5.70], [-4.69, 6.34, 6.26], [-4.08, 3.44, 3.91], [-5.38, 4.28, 4.79], [-4.84, 5.01, 3.40], [-3.47, 1.69, 1.44], [-2.77, 2.61, 1.78], [-4.24, 1.72, 0.34], [-5.13, 0.52, 0.04], [-4.37, 2.89, -0.53], [-3.63, 0.72, 1.93], [-6.20, 0.74, 0.06], [-4.85, -0.27, 0.73], [-4.99, 0.10, -0.96], [-5.26, 3.38, -0.15], [-3.57, 3.63, -0.54], [-4.54, 2.44, -1.51], [7.38, 2.42, -3.85], [6.98, 3.47, -3.34], [6.57, 1.46, -4.36], [7.20, 0.14, -4.84], [5.12, 1.62, -4.44], [8.42, 2.07, -3.89], [8.00, -0.30, -4.25], [7.70, 0.37, -5.78], [6.42, -0.62, -4.88], [4.95, 1.36, -5.48], [4.53, 0.88, -3.89], [4.68, 2.61, -4.39]]
}


Entry 11:
{
  "formula": "C4H6N2O5S",
  "method": "ωB97M-V/def2-TZVPD",
  "homo_lumo_gap_ev": 9.339,
  "de_lowest_kj_mol": 355.1,
  "species": ["C", "C", "C", "C", "N", "N", "O", "O", "O", "O", "O", "S", "H", "H", "H", "H", "H", "H"],
  "positions_angstrom": [[0.35, 0.13, 0.91], [-0.67, -0.96, 1.01], [1.56, -0.16, -0.08], [1.04, 0.46, -1.30], [-1.78, 1.41, -1.47], [0.79, 0.02, -2.54], [1.32, -0.91, -3.16], [-0.04, 0.74, -3.11], [-0.19, 1.38, 0.49], [0.18, 2.90, -1.44], [-1.74, -0.97, 0.49], [-0.18, 1.59, -1.14], [0.91, 0.30, 1.81], [-0.38, -1.86, 1.42], [2.38, 0.52, 0.22], [1.80, -1.17, -0.15], [-2.36, 0.54, -1.24], [-1.91, 1.77, -2.50]]
}